Record 1
ORCA calculation (the ωB97M-V functional and the def2-TZVPD basis) on 3 unconnected molecules or ions with the total composition C29H62BClN2O15P4 in a non-equilibrium geometry.

Structure (ORCA input):
```
! RIJCOSX wB97M-V def2-TZVPD def2/J DEFGRID3
* xyz 0 1
C 0.8446 -4.8366 -1.9862
C -0.6512 -5.1385 -2.6584
C -1.8713 -5.0920 -1.5197
C -2.2068 -6.5663 -0.8669
C -3.7644 -7.0725 -1.1330
C -4.8664 -6.2193 -0.2075
C -5.9079 -5.5014 -1.2462
C -6.7297 -4.2165 -0.6467
C -5.7477 -3.1887 0.1561
C -5.9871 -1.5980 -0.1214
C -4.7876 -0.6060 0.4697
C -3.8247 -1.3063 1.5851
C -2.6691 -0.3928 2.2519
C -1.1173 -0.8905 2.1457
B -0.6900 -0.9662 0.5598
O 0.5336 -1.4643 -0.0595
O -1.6263 -0.2899 -0.4103
C -1.0291 -0.1754 -1.7373
C -2.0904 0.7690 -2.6226
C -0.4216 0.6330 2.3754
O -0.0686 1.5311 1.4535
N -0.2608 0.6679 3.8685
C 0.3633 -0.7289 4.1071
P 2.1904 -0.3766 3.8864
O 3.0588 -1.4331 5.0288
Cl 2.9914 -0.9745 1.9936
C -0.4599 -1.9271 3.2671
P 0.4830 -3.4864 2.6957
O 1.9202 -3.6938 3.3954
N -1.2782 -2.4705 4.4092
C -2.5668 -3.1308 4.0812
C -2.9286 -4.2512 2.9435
O -3.6523 -2.7001 4.7895
C -0.5704 -3.4074 5.3410
C -1.0920 -4.9714 5.6628
O 0.5316 -3.1431 6.0986
H 1.6497 -5.4932 -2.5285
H 0.8908 -5.0860 -0.8375
H 1.1680 -3.7173 -2.1188
H -0.5601 -6.2134 -3.1685
H -0.8009 -4.3010 -3.4812
H -2.8169 -4.6583 -2.1016
H -1.4833 -4.3292 -0.6945
H -1.9061 -6.5844 0.2763
H -1.4858 -7.3408 -1.4172
H -4.0535 -7.0480 -2.2709
H -3.8510 -8.1885 -0.7401
H -4.2128 -5.4888 0.4354
H -5.4045 -6.9465 0.5458
H -6.7135 -6.3283 -1.5483
H -5.3489 -5.1689 -2.2237
H -7.4868 -4.6547 0.1636
H -7.3912 -3.6591 -1.4483
H -5.7622 -3.4988 1.3064
H -4.6376 -3.4364 -0.2098
H -7.0420 -1.2853 0.2796
H -5.9961 -1.4511 -1.3014
H -5.3573 0.2894 0.9957
H -4.2339 -0.1684 -0.4635
H -4.5246 -1.7156 2.4565
H -3.3245 -2.2355 1.0811
H -2.7373 0.7052 1.8040
H -2.9218 -0.2688 3.4016
H 1.2184 -0.7244 -0.1963
H -0.0057 0.3855 -1.8000
H -1.0400 -1.2241 -2.2886
H -2.7848 0.1228 -3.3191
H -2.8231 1.3348 -1.8727
H -1.4809 1.6011 -3.1765
H 0.5911 1.2629 4.0534
H 0.2338 -0.7331 5.2956
H 2.5348 -1.4821 5.8894
H 0.7515 -3.5966 1.2883
H -0.2140 -4.7509 2.9841
H -2.2275 -4.2560 2.0057
H -3.0180 -5.3215 3.4454
H -4.0295 -4.0071 2.5512
H -1.2492 -5.6059 4.6938
H -2.0670 -4.9872 6.3176
H -0.2872 -5.5788 6.3035
C 2.6470 3.0145 1.6917
O 3.8846 3.0753 1.0141
P 4.5963 4.6347 0.7805
O 5.8522 3.9675 0.2106
O 4.7751 4.8676 2.4042
C 5.1416 3.8508 3.3142
O 5.3080 6.1942 0.5469
C 5.1674 6.6931 -0.7658
H 1.9289 2.4492 1.0701
H 2.7845 2.4597 2.6315
H 2.2463 3.9963 1.9013
H 5.4731 2.9286 2.8317
H 4.2782 3.6442 3.9552
H 5.9474 4.2168 3.9656
H 4.1220 6.6405 -1.0802
H 5.7891 6.1219 -1.4563
H 5.4900 7.7398 -0.7844
C 5.4876 11.5349 -5.0383
O 5.3835 10.2254 -4.5196
P 5.0246 8.9483 -5.6300
O 5.2291 7.9256 -4.5077
O 6.4408 9.1729 -6.4463
C 7.6698 9.4924 -5.8265
O 4.6656 7.6712 -6.7404
C 3.3262 7.2295 -6.6862
H 4.8177 12.1994 -4.4626
H 6.5177 11.8924 -4.8937
H 5.2272 11.5821 -6.0863
H 7.6480 9.4050 -4.7379
H 7.9353 10.5159 -6.1112
H 8.4578 8.8336 -6.2170
H 2.6443 8.0798 -6.7660
H 3.1415 6.6952 -5.7535
H 3.1423 6.5489 -7.5247
*
```

gap between HOMO and LUMO	6.18	eV
highest occupied orbital energy	-8.90	eV
LUMO energy	-2.7203	eV
SMILES string	CCCCCCCCCCCCC[C@@]1(B(O)OCC)C(=O)N[C@H](P(O)Cl)[C@@]1([PH2]=O)N(C(C)=O)C(C)=O.COP(=O)(OC)OC.COP(=O)(OC)OC



Record 2
ORCA calculation (the ωB97M-V functional and the def2-TZVPD basis) on 10 unconnected molecules or ions with the total composition C29H62F18N4O22S6 in a non-equilibrium geometry.

Structure (ORCA input):
```
! RIJCOSX wB97M-V def2-TZVPD def2/J DEFGRID3
* xyz -2 1
C -0.8930 -3.4237 -6.0187
N -1.9421 -3.5494 -4.9518
C -2.7951 -2.3259 -5.0916
C -2.7949 -4.6688 -5.2480
C -1.3898 -3.5147 -3.5581
C -0.2534 -4.4777 -3.3345
O -0.5488 -5.8078 -3.7413
H -0.3770 -2.3893 -5.9442
H -1.4150 -3.5279 -6.9374
H -0.1741 -4.2719 -5.9055
H -3.6405 -2.3700 -4.3898
H -3.1793 -2.2670 -6.0659
H -2.1920 -1.4548 -4.8008
H -3.5742 -4.7853 -4.4670
H -2.2912 -5.6022 -5.3999
H -3.3496 -4.4631 -6.1411
H -2.2730 -3.7367 -2.9314
H -1.0028 -2.5202 -3.2937
H -0.0741 -4.5002 -2.2677
H 0.6691 -4.0895 -3.8407
H -1.3825 -6.0616 -3.3589
C -3.0672 -1.5298 0.4334
N -1.8076 -2.2419 0.8910
C -1.9587 -3.7587 0.7170
C -0.7495 -1.7299 -0.0153
C -1.5299 -1.9294 2.3857
C -1.1152 -0.4881 2.5374
O -2.1106 0.4590 2.2099
H -3.7697 -1.5675 1.3144
H -3.5445 -2.1116 -0.3209
H -2.9623 -0.5311 0.1589
H -1.0032 -4.1905 0.9717
H -2.1147 -4.0069 -0.3477
H -2.7712 -4.1764 1.2797
H -0.7560 -0.6502 0.0898
H -0.9497 -2.1384 -0.9950
H 0.2360 -2.0541 0.3581
H -0.6553 -2.4529 2.6820
H -2.5159 -2.1378 2.9975
H -0.2293 -0.2685 2.0077
H -0.7275 -0.4093 3.5035
H -2.1742 1.0667 2.9386
C -2.1543 3.6822 1.0461
N -0.8575 4.2125 1.5136
C 0.0216 3.1573 2.0870
C -0.0640 4.8650 0.3341
C -1.0757 5.3485 2.4766
C -1.9126 6.4677 1.9361
O -3.3445 6.3018 1.7986
H -2.5378 4.3474 0.3343
H -2.8230 3.4381 1.8517
H -1.9830 2.7323 0.5503
H 0.9772 3.6220 2.4908
H 0.1961 2.3684 1.3474
H -0.5201 2.7443 2.8808
H 0.6815 5.4793 0.8551
H -0.8202 5.3679 -0.2622
H 0.3859 3.9291 -0.1669
H -0.0835 5.6443 2.7435
H -1.4393 4.9412 3.4043
H -1.5592 6.8110 0.9843
H -1.6780 7.2660 2.5821
H -3.4696 6.0998 0.8663
C 5.3191 2.0224 -0.3496
C 3.9804 1.3397 -0.2419
N 3.8509 0.2553 0.8259
C 2.4226 -0.1926 0.7025
C 4.7653 -0.9418 0.6323
C 4.9973 -1.3369 -0.8121
C 4.1876 0.9305 2.2050
C 3.9199 0.0084 3.4262
O 2.5195 0.1251 3.8180
C 2.2295 -0.7709 4.9100
H 6.0591 1.2560 -0.0788
H 5.4803 2.8002 0.4093
H 5.5033 2.4538 -1.3023
H 3.6647 0.8725 -1.1780
H 3.3030 2.1153 0.0113
H 2.3175 -0.5937 -0.2683
H 1.8462 0.7153 0.6901
H 2.1460 -0.7954 1.5578
H 4.3169 -1.7792 1.1161
H 5.7164 -0.7684 1.1454
H 5.7473 -0.6736 -1.2498
H 3.9965 -1.3180 -1.3522
H 5.3748 -2.3382 -0.8984
H 3.6023 1.8429 2.1936
H 5.1985 1.2202 1.9890
H 4.5923 0.4108 4.2276
H 4.1156 -1.0288 3.2243
H 1.2363 -0.5749 5.3119
H 2.9513 -0.6213 5.7294
H 2.3310 -1.8315 4.6391
C 1.4383 0.6364 -4.9127
F 0.7708 1.7934 -5.0906
F 1.0724 -0.1438 -5.9599
F 2.7985 0.8814 -4.9496
S 0.8525 -0.3336 -3.4256
O -0.5919 -0.2245 -3.6015
O 1.3751 -1.6744 -3.4947
O 1.3548 0.3850 -2.2799
C 2.7916 -5.4660 0.6433
F 2.1037 -5.6335 -0.5144
F 2.2627 -6.3395 1.5234
F 4.0130 -5.8193 0.3764
S 2.6566 -3.7633 1.2556
O 1.3258 -3.6806 1.7873
O 3.6880 -3.7098 2.2075
O 2.9050 -3.0515 0.0409
C -0.0550 2.1984 6.1041
F 0.0695 1.8000 7.4553
F 0.3184 3.4654 5.9242
F 0.6734 1.4385 5.2966
S -1.9180 1.9664 5.7546
O -2.1736 0.5402 5.8845
O -2.5951 2.8378 6.6927
O -1.8209 2.3505 4.3264
C -4.9719 4.3245 -2.1344
F -5.8309 4.2317 -3.1685
F -5.5913 3.7992 -1.1046
F -3.9119 3.6192 -2.3804
S -4.4542 6.0620 -2.0555
O -5.6825 6.7580 -1.7284
O -3.3970 6.1441 -0.9661
O -3.8707 6.3611 -3.4189
C 4.1562 6.1782 0.7947
F 4.7254 5.6125 -0.2588
F 5.0984 6.9905 1.3630
F 3.1003 6.9361 0.3108
S 3.5441 4.8498 1.8147
O 2.7462 4.0927 0.9192
O 4.7779 4.2647 2.2687
O 2.8718 5.5110 2.8997
C -5.2792 -7.1041 -1.6199
F -4.8524 -7.6647 -0.5462
F -5.3400 -8.0305 -2.6161
F -6.5302 -6.6946 -1.4630
S -4.3830 -5.6247 -2.1259
O -4.7271 -4.6894 -1.1229
O -2.9907 -5.9825 -2.1070
O -5.0050 -5.3726 -3.3946
*
```

gap between HOMO and LUMO	8.64	eV
highest occupied orbital energy	-5.50	eV
LUMO energy	3.1390	eV



Record 3
ORCA calculation (the ωB97M-V functional and the def2-TZVPD basis) on a molecular structure, C29H63BrGaIN2O11P in a non-equilibrium geometry.

Structure (ORCA input):
```
! RIJCOSX wB97M-V def2-TZVPD def2/J DEFGRID3
* xyz -1 1
C 2.0344 1.5826 5.3103
C 1.6663 3.0760 4.7201
N 0.1824 3.3096 4.8976
Ga -0.8508 2.8668 3.3148
C 0.0221 1.4789 2.0571
C 1.3745 1.9881 1.2832
C 2.7622 1.2507 1.7505
C 2.6713 -0.3833 1.8795
N 4.0423 -1.0152 2.1966
C -2.6573 2.0719 3.9895
C -2.7073 0.4336 4.0105
C -2.8638 -0.2588 2.5110
Br -1.2236 -0.4107 5.1109
P -1.4182 4.9049 2.2498
O -2.1120 5.8651 3.5737
I 0.5694 6.1067 1.4478
H 3.1072 1.6655 5.8261
H 1.2580 1.2932 6.1555
H 2.0250 0.7294 4.5084
H 2.0806 3.2945 3.6477
H 2.2138 3.8520 5.4432
H -0.1978 2.8743 5.7684
H 0.1403 0.4853 2.6656
H -0.7793 1.2434 1.2044
H 1.4797 3.1713 1.3517
H 1.2469 1.7624 0.1197
H 3.2242 1.6506 2.7492
H 3.5755 1.4694 0.9057
H 1.9882 -0.6656 2.8149
H 2.1772 -0.8546 0.9215
H 3.9128 -2.0488 1.9785
H 4.0869 -1.0018 3.2550
H -2.7711 2.4300 5.1222
H -3.5876 2.4816 3.3825
H -3.7097 0.1420 4.5899
H -1.8254 -0.6640 2.0890
H -3.3966 0.4728 1.7460
H -3.5501 -1.2069 2.6289
H -3.0511 6.1651 3.3158
O -0.2112 -1.4189 0.5218
C -0.1270 -2.2575 -0.3746
O -1.2238 -2.6274 -1.0709
C -1.2012 -3.4426 -2.2566
C -1.2006 -4.9163 -1.9010
C 1.1735 -2.9550 -0.6456
H -0.3682 -3.1663 -2.9097
H -2.1174 -3.2088 -2.8108
H -0.3080 -5.1929 -1.3337
H -1.2404 -5.5313 -2.8047
H -2.0633 -5.1584 -1.2711
H 1.2811 -3.7971 0.0430
H 1.9901 -2.2451 -0.4780
H 1.2799 -3.3022 -1.6718
O -4.8636 -6.3903 -2.5266
C -5.4243 -5.5648 -1.8069
O -4.7482 -4.9561 -0.8085
C -5.2477 -3.8436 -0.0442
C -6.0950 -4.3218 1.1183
C -6.8913 -5.2909 -1.9616
H -5.7746 -3.1300 -0.6845
H -4.3695 -3.3168 0.3461
H -6.9786 -4.8665 0.7749
H -6.4256 -3.4761 1.7283
H -5.5244 -5.0108 1.7500
H -7.4587 -6.0419 -1.4061
H -7.1472 -5.3583 -3.0241
H -7.1878 -4.2936 -1.6414
O 2.1421 0.2780 -1.5809
C 1.4269 0.5076 -2.5553
O 1.9716 0.6720 -3.7804
C 1.2192 0.7462 -5.0049
C 0.7482 2.1631 -5.2664
C -0.0507 0.7056 -2.3861
H 0.3992 0.0219 -5.0086
H 1.9017 0.4424 -5.8068
H 0.0729 2.5140 -4.4815
H 0.2256 2.2252 -6.2253
H 1.5991 2.8525 -5.2830
H -0.2449 1.7424 -2.0998
H -0.4016 0.0398 -1.5908
H -0.6317 0.4526 -3.2712
O 4.5822 0.0643 5.1197
C 5.4922 0.1010 5.9470
O 5.6190 1.1580 6.7784
C 6.5170 1.2097 7.9018
C 7.8979 1.6634 7.4712
C 6.5333 -0.9789 5.9828
H 6.5346 0.2557 8.4370
H 6.0997 1.9458 8.5983
H 8.3488 0.9632 6.7629
H 8.5610 1.7552 8.3362
H 7.8418 2.6330 6.9651
H 7.3060 -0.7592 5.2416
H 6.0545 -1.9315 5.7336
H 6.9898 -1.1163 6.9614
O -1.7440 1.4713 -7.0985
C -1.7057 1.7010 -8.3066
O -1.7094 2.9727 -8.7619
C -1.4695 3.3507 -10.1297
C -2.7488 3.2899 -10.9408
C -1.7525 0.5756 -9.2979
H -0.6636 2.7547 -10.5681
H -1.1095 4.3855 -10.1065
H -3.1526 2.2747 -10.9800
H -2.5728 3.6317 -11.9649
H -3.5206 3.9200 -10.4862
H -2.7931 0.2872 -9.4668
H -1.2047 -0.2765 -8.8823
H -1.2754 0.8078 -10.2484
*
```

gap between HOMO and LUMO	5.00	eV
highest occupied orbital energy	-3.41	eV
LUMO energy	1.5908	eV



Record 4
ORCA calculation (the ωB97M-V functional and the def2-TZVPD basis) on 5 unconnected molecules or ions with the total composition C29H64BIN2O16P in a non-equilibrium geometry.

Structure (ORCA input):
```
! RIJCOSX wB97M-V def2-TZVPD def2/J DEFGRID3
* xyz 1 1
O -4.8063 2.2482 -0.4449
B -4.8952 1.2162 -1.3721
O -6.1419 0.7843 -1.8823
C -3.5730 0.4494 -1.9822
N -3.1171 1.2344 -3.1827
N -3.5386 2.4746 -3.2294
C -3.1736 3.1864 -4.2904
C -2.2967 2.6950 -5.3967
P -1.7671 3.7669 -6.8452
O -1.0200 2.7476 -7.9727
O -3.1579 4.3264 -7.5744
C -1.8633 1.2925 -5.2577
C -2.3174 0.5628 -4.0546
I -1.6360 -1.4441 -3.8593
H -5.4112 2.9345 -0.7928
H -5.9433 0.4951 -2.7935
H -3.9198 -0.5721 -2.2609
H -2.7670 0.4365 -1.1979
H -3.5225 4.2456 -4.3390
H -0.5540 2.0273 -7.5045
H -3.9601 3.9049 -7.2151
H -1.2318 0.8007 -6.0219
C -0.7886 1.8441 7.0914
O -0.9645 1.9494 5.6917
C -0.3671 0.8640 4.9981
C -0.9697 0.7262 3.6110
O -2.2278 0.0544 3.6101
C -3.3397 0.8086 4.0906
C -3.7960 1.8796 3.1163
O -2.9715 3.0312 3.2267
C -3.0639 3.8599 2.0900
H 0.2756 1.8380 7.3480
H -1.2626 2.7065 7.5593
H -1.2722 0.9373 7.4686
H -0.5091 -0.0692 5.5547
H 0.7073 1.0754 4.9106
H -0.3051 0.0880 3.0211
H -1.0312 1.6870 3.0979
H -3.1402 1.2194 5.0815
H -4.1514 0.0853 4.2012
H -4.8240 2.1801 3.3532
H -3.7582 1.4825 2.0947
H -2.7145 3.3238 1.2002
H -2.4184 4.7242 2.2479
H -4.0929 4.2055 1.9438
C 1.4787 -5.3803 -11.0494
O 1.4154 -5.4419 -9.6381
C 2.2411 -4.4639 -9.0221
C 1.7938 -4.2199 -7.5918
O 0.6643 -3.3502 -7.4993
C -0.5907 -3.9176 -7.8677
C -1.1324 -4.8927 -6.8364
O -0.5237 -6.1634 -6.9851
C -0.6600 -6.9595 -5.8249
H 2.5011 -5.5524 -11.4002
H 0.8301 -6.1578 -11.4513
H 1.1165 -4.4098 -11.4060
H 2.2036 -3.5237 -9.5842
H 3.2693 -4.8470 -9.0228
H 2.6014 -3.6952 -7.0748
H 1.6225 -5.1528 -7.0552
H -0.5453 -4.3636 -8.8625
H -1.2817 -3.0717 -7.9266
H -2.2124 -5.0212 -6.9837
H -0.9447 -4.4983 -5.8284
H -0.1565 -6.4861 -4.9748
H -0.1824 -7.9196 -6.0167
H -1.7166 -7.1280 -5.5923
C 4.3363 -1.2853 5.3034
O 4.1290 -1.1815 6.6956
C 3.4018 -0.0107 7.0421
C 2.7740 -0.1616 8.4172
O 1.5693 -0.9235 8.4015
C 1.7262 -2.3321 8.2422
C 2.2634 -3.0189 9.4858
O 3.6748 -2.8761 9.5598
C 4.1649 -3.1090 10.8648
H 4.9060 -0.4274 4.9302
H 4.9018 -2.1969 5.1125
H 3.3765 -1.3576 4.7785
H 2.6178 0.1843 6.3007
H 4.1089 0.8288 7.0534
H 2.4777 0.8340 8.7590
H 3.4827 -0.5528 9.1472
H 2.3249 -2.5644 7.3597
H 0.7192 -2.7134 8.0556
H 2.0373 -4.0914 9.4389
H 1.7914 -2.5849 10.3750
H 3.7537 -2.3742 11.5648
H 5.2486 -2.9956 10.8434
H 3.9200 -4.1236 11.1955
C 2.4939 3.3955 2.4874
O 2.3900 3.4918 1.0796
C 3.0556 2.4239 0.4193
C 2.5284 2.2687 -0.9960
O 1.2898 1.5592 -1.0533
C 0.1433 2.2882 -0.6244
C -0.2964 3.3483 -1.6219
O 0.4903 4.5170 -1.4854
C 0.4189 5.3433 -2.6291
H 3.5418 3.4231 2.8021
H 1.9695 4.2445 2.9243
H 2.0175 2.4750 2.8435
H 2.9124 1.4867 0.9692
H 4.1251 2.6663 0.3865
H 3.2383 1.6507 -1.5513
H 2.4639 3.2254 -1.5139
H 0.2924 2.7034 0.3739
H -0.6586 1.5467 -0.5461
H -1.3424 3.6249 -1.4258
H -0.2073 2.9488 -2.6426
H 0.8145 4.8184 -3.5059
H 1.0341 6.2238 -2.4484
H -0.6135 5.6625 -2.8129
*
```

relative energy (zero: lowest compared OMol25 entry of this formula, charge and spin)	0.0	kcal/mol
gap between HOMO and LUMO	5.12	eV
highest occupied orbital energy	-10.40	eV
LUMO energy	-5.2719	eV